Arrangement w

Formula: C6H12O
Source: the Open Molecules 2025 dataset
Level of theory: ωB97M-V/def2-TZVPD

Values from the calculation:
- HOMO-LUMO gap: 10.644 eV
- SMILES: CCC(C=O)CC

Geometry as XYZ:
```
19
C6H12O, DFT ωB97M-V/def2-TZVPD
H 2.504 1.368 0.243
H -0.374 0.860 0.770
C 2.185 0.471 0.779
H -2.323 -0.531 1.361
H -0.841 1.651 -1.949
C -0.057 1.584 -1.158
H -2.742 -1.919 0.352
C 1.186 -0.327 -0.059
H 1.611 -0.541 -1.050
H 0.996 -1.303 0.409
H 1.712 0.801 1.714
C -1.333 -0.527 -0.574
C -0.165 0.401 -0.210
O 0.791 2.441 -1.078
C -1.922 -1.251 0.637
H -2.127 0.060 -1.054
H -1.167 -1.855 1.154
H 3.068 -0.124 1.036
H -1.003 -1.259 -1.324
```

Taken from the Löwdin analysis, the atomic charges in e are: 0.06 0.15 -0.10 0.08 0.13 -0.22 0.07 -0.22 0.12 0.10 0.08 -0.24 -0.32 0.05 -0.11 0.10 0.07 0.07 0.12

Arrangement x

Formula: C6H12O
Source: the Open Molecules 2025 dataset
Level of theory: ωB97M-V/def2-TZVPD

Values from the calculation:
- HOMO-LUMO gap: 10.360 eV

Geometry as XYZ:
```
19
C6H12O, DFT ωB97M-V/def2-TZVPD
C 0.227 0.571 0.938
H 0.061 0.598 2.035
O 0.657 -1.544 -0.542
C -0.586 -1.079 -0.850
H -0.762 -0.500 -1.786
H 2.900 -0.364 -1.029
H 0.318 1.620 0.609
H -3.331 -0.105 0.020
C -2.364 0.397 0.033
H -2.277 1.094 0.859
H 1.951 -0.684 1.335
C 1.457 -0.148 0.522
H -1.129 -1.169 1.077
H -1.516 -1.800 -0.762
H -2.314 0.886 -0.948
H 3.385 1.033 -0.154
C -1.141 -0.421 0.289
C 2.476 0.468 -0.467
H 1.986 1.146 -1.177
```

Taken from the Löwdin analysis, the atomic charges in e are: -0.09 0.10 -0.13 -0.38 0.13 0.07 0.10 0.08 -0.08 0.07 0.12 -0.14 0.14 0.17 0.09 0.08 -0.34 -0.07 0.07

arrangement w takes first place; second place is 72.4 kcal/mol up.

Arrangement w

Formula: C18H28N2O2
Source: the Open Molecules 2025 dataset
Level of theory: ωB97M-V/def2-TZVPD

Values from the calculation:
- HOMO-LUMO gap: 7.559 eV
- SMILES: CCOCCOc1ccc2nccnc2c1.CCCCCC

Geometry as XYZ:
```
50
C18H28N2O2, DFT ωB97M-V/def2-TZVPD
C 2.253 -0.743 1.519
C -4.563 1.102 0.269
H 0.091 2.876 1.681
C -0.082 1.732 1.715
H 6.575 -0.312 -2.340
H 2.491 -1.497 -2.863
C 3.259 -0.862 -3.321
C -3.784 1.426 1.585
H 3.086 0.011 1.716
C -5.483 -0.167 3.024
C -7.697 -1.905 2.946
H -1.575 1.354 3.365
H 1.876 -0.727 0.424
C -4.247 0.803 2.935
H -4.243 1.522 -0.738
H 3.208 1.243 -1.423
C -6.266 -0.512 1.735
H 4.841 -2.063 -2.503
H 0.131 1.344 0.648
H -1.805 0.325 1.798
H 3.450 1.212 -3.938
H 5.371 -0.398 -5.157
H 6.467 -1.607 -4.465
C 5.728 -0.171 -3.020
H 1.579 0.565 -1.596
H 0.055 -0.809 1.908
H -7.221 -2.131 5.219
O -2.601 2.267 1.648
H 1.946 2.177 -2.226
C 4.553 -1.005 -2.509
H 1.037 -0.811 3.460
H -8.589 -2.629 3.026
C 6.168 -0.557 -4.426
C -1.571 1.377 2.223
C -6.903 -1.608 4.249
C 2.724 0.566 -3.436
C 0.959 -0.322 2.412
H -6.350 -0.119 -0.579
O 0.846 1.104 2.631
C -5.783 0.151 0.380
H 1.833 0.552 -4.074
H 5.486 0.896 -2.988
H -3.682 1.042 3.911
H 2.501 -1.819 1.822
N -5.796 -0.715 4.317
H 4.359 -0.742 -1.464
H 3.415 -1.262 -4.329
N -7.415 -1.374 1.655
H 7.023 0.051 -4.734
C 2.345 1.169 -2.090
```

Taken from the Löwdin analysis, the atomic charges in e are: -0.08 0.02 0.14 -0.16 0.10 0.11 -0.23 -0.20 0.08 -0.17 -0.09 0.13 0.06 0.06 0.10 0.07 -0.18 0.11 0.13 0.13 0.10 0.07 0.08 -0.27 0.06 0.11 0.11 -0.12 0.07 -0.23 0.13 0.11 -0.11 -0.17 -0.08 -0.27 -0.27 0.10 -0.20 0.01 0.11 0.10 0.11 0.08 0.06 0.09 0.10 0.06 0.07 -0.12

Arrangement x

Formula: C18H28N2O2
Source: the Open Molecules 2025 dataset
Level of theory: ωB97M-V/def2-TZVPD

Values from the calculation:
- HOMO-LUMO gap: 9.080 eV
- SMILES: CC(C)C[C@@H](COc1ccccc1)N1CCN(C)CCC1=O

Geometry as XYZ:
```
50
C18H28N2O2, DFT ωB97M-V/def2-TZVPD
H -1.140 2.876 -0.713
C 1.507 -3.645 -1.025
C -3.568 2.487 -1.479
H 1.161 -4.607 -1.394
H -1.292 2.309 0.953
C 2.921 2.073 -0.259
H -3.009 3.268 -1.993
H -4.854 1.754 0.626
H -3.690 -0.215 -0.666
H 4.447 2.805 -1.552
C 0.887 -1.536 0.155
H 3.332 -0.398 2.028
H 5.575 -0.342 1.101
C -0.781 -2.704 -1.375
H 1.410 -0.224 2.634
H 2.161 2.750 -0.617
H 1.911 -3.081 -1.864
C 4.201 2.100 -0.772
H -1.648 0.410 -1.408
C -3.679 -0.044 0.412
H -4.610 2.798 -1.412
C 0.358 -2.876 -0.373
C 4.831 0.338 0.712
H 2.310 -3.821 -0.313
C -1.118 0.734 -0.506
C -0.044 -0.822 1.142
H 1.131 -0.887 -0.689
H 6.165 1.243 -0.695
C -1.615 2.127 -0.075
O 1.289 1.268 1.188
H -0.480 -2.044 -2.186
H -0.416 -1.559 1.865
H -1.664 -2.296 -0.894
H -1.048 -3.668 -1.803
C -3.804 1.463 0.712
H -0.062 0.819 -0.753
H -3.491 1.644 1.746
C -2.442 -0.657 1.036
H -0.049 0.774 2.590
O -2.532 -1.464 1.945
C 5.164 1.227 -0.292
C 3.549 0.303 1.236
H 1.820 -1.735 0.685
H -0.015 -3.458 0.476
H -4.533 -0.564 0.848
N -3.042 2.348 -0.139
C 0.689 0.258 1.969
H -3.524 1.575 -2.092
N -1.244 -0.272 0.530
C 2.577 1.169 0.750
```

Taken from the Löwdin analysis, the atomic charges in e are: 0.12 -0.08 -0.10 0.07 0.12 -0.01 0.09 0.12 0.11 0.10 -0.12 0.10 0.10 -0.06 0.12 0.11 0.08 -0.09 0.12 -0.07 0.09 -0.41 -0.08 0.07 -0.12 -0.23 0.12 0.10 -0.16 -0.06 0.08 0.15 0.06 0.08 -0.18 0.11 0.13 -0.47 0.14 0.05 -0.10 -0.03 0.11 0.14 0.12 -0.23 -0.12 0.08 -0.02 -0.27

arrangement x takes first place; second place is 168.5 kcal/mol up.

Arrangement w

Formula: C5H6O
Source: the Open Molecules 2025 dataset
Level of theory: ωB97M-V/def2-TZVPD

Values from the calculation:
- HOMO-LUMO gap: 9.837 eV

Geometry as XYZ:
```
12
C5H6O, DFT ωB97M-V/def2-TZVPD
C 2.481 -0.518 -0.258
O 0.075 -1.109 -0.223
C -2.168 0.044 0.153
C 0.320 0.906 0.144
H 2.851 -1.505 -0.509
H -2.639 -0.270 -0.784
C 1.197 -0.235 -0.128
H -2.485 1.065 0.383
H 0.438 1.965 0.302
H 3.197 0.284 -0.108
C -0.694 0.038 0.047
H -2.516 -0.620 0.951
```

Taken from the Löwdin analysis, the atomic charges in e are: 0.09 0.03 -0.01 0.04 0.07 0.09 -0.34 0.09 0.10 0.07 -0.31 0.09

Arrangement x

Formula: C5H6O
Source: the Open Molecules 2025 dataset
Level of theory: ωB97M-V/def2-TZVPD

Values from the calculation:
- HOMO-LUMO gap: 10.298 eV
- SMILES: C=C=C(C)C=O

Geometry as XYZ:
```
12
C5H6O, DFT ωB97M-V/def2-TZVPD
O 1.485 1.853 -0.146
C 1.777 -1.468 0.052
C 0.311 1.569 -0.122
H -2.211 0.683 -0.605
H -2.153 0.135 1.068
H -0.467 2.352 -0.248
C 0.700 -0.740 0.094
H 2.157 -1.808 -0.909
C -0.232 0.185 0.047
H -1.992 -1.033 -0.249
C -1.725 -0.025 0.074
H 2.350 -1.704 0.945
```

Taken from the Löwdin analysis, the atomic charges in e are: 0.05 0.04 -0.24 0.08 0.08 0.12 -0.04 0.07 -0.26 0.08 -0.06 0.07

arrangement x takes first place; second place is 5.6 kcal/mol up.

Arrangement w

Formula: C5H6O
Source: the Open Molecules 2025 dataset
Level of theory: ωB97M-V/def2-TZVPD

Values from the calculation:
- HOMO-LUMO gap: 10.569 eV
- SMILES: O=C1C[C@H]2C[C@@H]12

Geometry as XYZ:
```
12
C5H6O, DFT ωB97M-V/def2-TZVPD
C 1.331 -0.316 -0.057
C 0.000 -0.820 0.342
H -0.801 -0.467 -1.709
H -0.163 -1.631 1.043
H 2.189 -0.668 0.511
O -1.336 2.138 -0.093
H 0.736 1.012 1.688
C 0.428 0.612 0.728
C -1.040 -0.293 -0.655
C -0.716 1.106 -0.094
H -2.079 -0.573 -0.464
H 1.539 -0.132 -1.110
```

Taken from the Löwdin analysis, the atomic charges in e are: -0.08 -0.20 0.11 0.14 0.11 0.10 0.14 -0.11 -0.05 -0.38 0.12 0.11

Arrangement x

Formula: C5H6O
Source: the Open Molecules 2025 dataset
Level of theory: ωB97M-V/def2-TZVPD

Values from the calculation:
- HOMO-LUMO gap: 9.706 eV
- SMILES: C1=C[C@@H]2C[C@@H]2O1

Geometry as XYZ:
```
12
C5H6O, DFT ωB97M-V/def2-TZVPD
O -0.793 -0.119 1.069
H 1.950 -0.181 0.445
C -0.892 -1.097 0.161
H -0.140 -1.570 -1.904
C 0.430 0.478 -0.917
C 1.304 0.715 0.079
H 1.624 1.839 0.025
C -0.027 -0.987 -0.875
H -0.268 1.937 0.615
H -1.470 -1.925 0.568
H 0.384 1.228 -1.799
C -0.104 0.828 0.468
```

Taken from the Löwdin analysis, the atomic charges in e are: 0.02 0.17 -0.13 0.14 -0.28 -0.17 0.15 -0.03 0.17 0.13 0.17 -0.33

arrangement w takes first place; second place is 54.0 kcal/mol up.

Arrangement w

Formula: C5H6O
Source: the Open Molecules 2025 dataset
Level of theory: ωB97M-V/def2-TZVPD

Values from the calculation:
- HOMO-LUMO gap: 9.463 eV
- SMILES: OC1C=CC=C1

Geometry as XYZ:
```
12
C5H6O, DFT ωB97M-V/def2-TZVPD
C -0.385 -1.055 0.502
H 0.355 0.656 1.391
H 2.263 -0.839 -0.267
C -1.110 -0.578 -0.465
H -1.513 1.427 -1.440
H -0.485 -1.927 1.067
C -0.887 0.891 -0.757
O 1.939 -0.473 0.644
C 0.758 -0.030 0.574
C 0.340 1.105 -0.273
H 0.911 1.957 -0.488
H -2.185 -1.135 -0.490
```

Taken from the Löwdin analysis, the atomic charges in e are: -0.04 0.19 0.19 -0.13 0.09 0.09 -0.06 0.05 -0.54 -0.08 0.10 0.14

Arrangement x

Formula: C5H6O
Source: the Open Molecules 2025 dataset
Level of theory: ωB97M-V/def2-TZVPD

Values from the calculation:
- HOMO-LUMO gap: 10.762 eV
- SMILES: C#C[C@@H](C)C=O

Geometry as XYZ:
```
12
C5H6O, DFT ωB97M-V/def2-TZVPD
O -2.330 0.244 -0.610
H -1.476 -1.583 -0.721
H 0.846 1.644 1.103
C -0.054 1.380 0.541
H -0.222 -0.632 1.307
C -0.142 -0.131 0.330
H -0.933 1.718 1.096
C 1.023 -0.758 -0.309
H 2.792 -1.908 -1.153
C -1.422 -0.520 -0.407
H -0.042 1.911 -0.415
C 1.959 -1.365 -0.762
```

Taken from the Löwdin analysis, the atomic charges in e are: 0.07 0.13 0.08 -0.06 0.15 -0.35 0.08 -0.12 0.03 -0.23 0.09 0.13

arrangement x takes first place; second place is 30.7 kcal/mol up.